# 1
C17H19N5O3 in the gas phase in a non-equilibrium geometry. Source: the Open Molecules 2025 dataset; level of theory: the ωB97M-V functional and the def2-TZVPD basis.

Structure (XYZ):
```
44
Properties=species:S:1:pos:R:3:lowdin_charge:R:1
O 1.691 2.014 -1.784 0.111
O 0.543 3.403 -0.369 0.111
O 0.624 -0.954 -2.141 0.063
N 4.484 -0.812 1.525 0.117
N 2.264 -3.200 -1.605 0.062
N 0.855 -0.040 -0.118 0.121
N 4.313 1.374 1.311 0.062
N -3.077 -1.587 1.562 0.078
C 4.564 0.336 2.116 -0.255
C -1.900 -0.919 1.496 -0.078
C -1.017 1.410 0.611 -0.103
C -5.246 -1.287 0.522 -0.020
C 3.459 -1.504 -0.587 -0.140
C -3.420 0.355 0.341 -0.122
C 3.737 0.810 0.143 -0.027
C -5.499 0.794 -0.688 -0.083
C -3.967 -0.827 0.778 -0.230
C -6.061 -0.436 -0.220 -0.072
C 3.738 -0.536 0.403 -0.385
C -2.012 0.315 0.863 -0.119
C -4.232 1.235 -0.339 -0.039
C 0.784 2.297 -0.840 -0.430
C 1.124 -1.044 -1.032 -0.440
C -0.056 1.074 -0.434 -0.227
C 2.069 -2.137 -0.549 -0.248
H -3.230 -2.324 2.243 0.159
H -5.451 -2.306 0.779 0.106
H 1.319 -0.146 0.813 0.170
H -1.112 -1.170 2.182 0.116
H 4.204 2.381 1.490 0.161
H 3.270 1.282 -0.725 0.108
H 1.675 -2.634 0.337 0.156
H 5.037 0.484 3.207 0.161
H 4.204 -2.229 -0.386 0.113
H 3.704 -1.083 -1.669 0.184
H 1.594 1.110 -2.044 0.076
H 2.243 -2.647 -2.417 0.042
H -7.004 -0.816 -0.393 0.069
H -0.569 0.764 -1.320 0.156
H -6.213 1.420 -1.330 0.123
H -1.799 2.142 0.269 0.144
H -0.489 1.854 1.368 0.100
H -3.997 2.212 -0.658 0.096
H 1.465 -3.774 -1.625 0.055
```

SMILES   N[C@@H](Cc1c[nH]cn1)C(=O)N[C@@H](Cc1c[nH]c2ccccc12)C(=O)O
Calculated total energy   -1158.6681 Eh
LUMO   0.5 eV
ΔE to the lowest compared entry with this formula, charge and spin   77.1 kcal/mol


# 2
C3H5N3 in the gas phase. Source: the Open Molecules 2025 dataset; level of theory: the ωB97M-V functional and the def2-TZVPD basis.

Structure (XYZ):
```
11
Properties=species:S:1:pos:R:3:lowdin_charge:R:1
N -1.207 1.839 0.294 0.160
N -0.248 0.491 -1.537 0.172
N 1.271 -2.144 0.543 0.080
C -0.694 0.811 -0.402 -0.441
C -0.245 -0.561 -0.419 -0.221
C 1.080 -0.964 0.112 -0.237
H -1.473 2.676 -0.202 0.107
H 2.240 -2.261 0.842 0.042
H -0.962 -1.380 -0.495 0.120
H 1.855 -0.184 0.067 0.116
H -1.617 1.677 1.198 0.103
```

SMILES   [H]/N=C/[C@@H]1N=C1N
Calculated total energy   -281.5149 Eh
LUMO   0.7 eV
ΔE to the lowest compared entry with this formula, charge and spin   47.2 kcal/mol


# 3
2 unconnected molecules or ions with the total composition C13H12ClN2O5 in a non-equilibrium geometry. Source: the Open Molecules 2025 dataset; level of theory: the ωB97M-V functional and the def2-TZVPD basis.

Structure (XYZ):
```
33
Properties=species:S:1:pos:R:3:lowdin_charge:R:1
Cl -0.021 4.751 -3.510 0.704
O -0.779 -1.334 -1.392 -0.174
O 5.134 -0.833 1.402 0.102
O 2.105 -3.196 4.111 0.123
O 3.289 -1.056 -0.584 0.112
O 0.295 -3.499 2.101 0.085
N -3.201 3.991 -0.857 0.012
N -3.490 2.702 -0.762 0.154
C -2.617 1.990 -1.570 -0.181
C 3.677 -2.013 2.815 0.083
C -1.488 2.440 -2.456 0.080
C 2.406 -2.711 3.037 -0.311
C 1.746 -2.289 0.700 0.070
C 3.005 -1.570 0.484 -0.309
C 1.462 -2.825 1.888 -0.215
C 3.961 -1.480 1.624 -0.224
C -1.280 3.949 -2.524 -0.499
C -1.714 -1.805 -0.156 -0.041
C -1.509 -0.228 -0.693 -0.169
C -2.262 4.662 -1.616 0.022
C -2.867 0.398 -1.526 -0.035
H 1.067 -2.364 -0.139 0.107
H 0.328 -3.783 3.036 0.121
H 5.098 -0.541 0.471 0.117
H -3.767 0.116 -0.903 0.123
H -2.829 -0.069 -2.556 0.132
H -0.875 1.695 -3.042 0.150
H 4.361 -1.952 3.651 0.141
H -3.797 4.585 -0.247 0.196
H -0.909 0.519 0.011 0.172
H -1.362 -1.405 0.891 0.077
H -2.213 5.797 -1.565 0.159
H -0.955 -2.641 -0.121 0.115
```

Calculated total energy   -1447.8864 Eh
LUMO   -5.8 eV
Total charge   +1


# 4
A molecular structure, CH19O16STl2 in a non-equilibrium geometry. Source: the Open Molecules 2025 dataset; level of theory: the ωB97M-V functional and the def2-TZVPD basis.

Structure (XYZ):
```
39
Properties=species:S:1:pos:R:3:lowdin_charge:R:1
Tl 2.004 -0.534 -2.891 1.236
Tl -3.242 -3.166 -0.330 1.248
S -0.176 -0.262 -0.109 0.367
O -3.890 -0.592 0.942 -0.012
O -2.707 -2.455 2.476 0.013
O 2.942 -1.137 1.815 0.061
O 2.800 1.063 -0.536 -0.080
O -0.466 0.838 -4.370 0.322
O -2.106 1.274 -2.928 0.284
O 0.770 3.310 -0.640 0.003
O -2.540 0.460 -4.879 0.491
O -1.362 -1.160 -0.051 -0.360
O 1.958 2.557 -3.037 0.019
O 0.014 0.470 1.132 -0.225
O -0.957 -0.445 3.314 0.126
O 1.735 1.122 2.889 0.166
O -0.281 -3.728 -0.059 -0.067
O 1.042 -1.134 -0.268 -0.366
O -0.103 0.645 -1.257 -0.377
C -1.685 0.926 -4.117 -0.630
H 2.860 1.877 -0.036 0.067
H 2.236 0.307 2.924 0.049
H 1.446 3.412 0.031 0.069
H -1.248 1.315 -2.500 0.090
H 1.518 2.909 -2.263 0.002
H 0.515 2.389 -0.585 -0.014
H 2.334 0.459 0.042 -0.029
H 0.503 -4.274 -0.109 0.082
H 1.037 0.948 2.257 -0.018
H -0.139 -0.515 3.806 0.099
H -3.029 -0.189 1.053 0.025
H -0.699 -0.069 2.472 -0.016
H 0.039 -2.835 -0.191 -0.029
H -4.474 0.141 0.746 0.101
H 2.129 -1.167 1.311 0.000
H 3.612 -1.450 1.208 0.096
H 2.630 3.205 -3.246 0.100
H -2.095 -1.736 2.636 0.002
H -2.926 -2.782 3.348 0.108
```

Calculated total energy   -1994.9950 Eh
LUMO   -17.1 eV
Total charge   +3


# 5
A gas-phase ion, C3H6O2PS (charge -1) in a non-equilibrium geometry. Source: the Open Molecules 2025 dataset; level of theory: the ωB97M-V functional and the def2-TZVPD basis.

Structure (XYZ):
```
13
Properties=species:S:1:pos:R:3:lowdin_charge:R:1
S 2.494 0.223 -0.067 0.655
P -1.838 -1.017 -0.511 0.768
O 0.046 2.319 -0.256 -0.068
O -1.403 1.287 1.122 -0.138
C -0.569 1.355 0.194 -0.835
C 0.880 -0.752 0.197 -0.542
C -0.284 -0.023 -0.541 -0.620
H 0.058 0.155 -1.600 0.100
H 0.922 -0.856 1.300 0.058
H -2.303 -0.611 0.783 -0.088
H -2.447 0.142 -0.922 -0.115
H 3.446 -0.375 0.545 -0.253
H 0.998 -1.846 -0.245 0.079
```

SMILES   O=C([O-])[C@H](P)CS
Calculated total energy   -1007.9465 Eh
LUMO   3.2 eV
Total charge   -1
ΔE to the lowest compared entry with this formula, charge and spin   61.6 kcal/mol


# 6
C5H4N2O in the gas phase in a non-equilibrium geometry. Source: the Open Molecules 2025 dataset; level of theory: the ωB97M-V functional and the def2-TZVPD basis.

Structure (XYZ):
```
12
Properties=species:S:1:pos:R:3:lowdin_charge:R:1
O -0.440 0.633 0.400 -0.036
N 0.397 -1.371 -0.495 0.075
N 1.695 -1.004 0.178 0.049
C -0.471 -0.377 -0.469 -0.371
C -2.081 -0.071 -2.721 0.134
C 0.339 0.725 1.500 -0.152
C -1.418 0.057 -1.603 0.015
C 1.630 -0.066 1.118 -0.081
H 0.760 1.620 1.662 0.078
H -2.661 -0.291 -3.634 0.041
H -0.277 0.410 2.352 0.142
H 2.526 -0.264 1.712 0.106
```

SMILES   C#CC1=NN=CCO1
Calculated total energy   -377.4493 Eh
LUMO   -0.2 eV
ΔE to the lowest compared entry with this formula, charge and spin   134.7 kcal/mol


no.,HOMO (hartree),HOMO-LUMO gap (eV)
1,-0.2964,8.55
2,-0.3527,10.34
3,-0.4243,5.72
4,-0.7436,3.12
5,-0.1517,7.35
6,-0.3399,9.05